1.
ORCA calculation (ωB97M-V with the def2-TZVPD basis set) on an isolated molecule of C2H3N3S in a non-equilibrium geometry.

XYZ file:
```
9
Properties=species:S:1:pos:R:3:forces:R:3:lowdin_charge:R:1
C 0.142125 0.944102 -0.234185 -1.9059 2.4645 1.1628 -0.253
C 1.480509 -0.667887 -0.111217 -5.2736 -1.0189 0.0784 -0.191
H -2.350810 0.061946 1.212696 -0.0032 -0.3952 -1.8171 -0.065
H -0.245023 2.061080 -0.153393 0.4726 -2.9064 -0.4311 0.162
H 2.159770 -1.431609 -0.075610 2.8247 -0.6546 0.1767 0.081
N -0.592582 -0.220074 -0.204085 2.0270 2.8109 -0.6498 -0.636
N 1.364303 0.642920 -0.078176 3.9354 2.2639 -0.5035 0.054
N 0.256883 -1.215884 -0.157910 0.4135 -2.2259 0.0426 0.036
S -2.215174 -0.174597 -0.198121 -2.4906 -0.3384 1.9410 0.812
```
Positions in Å, forces in eV/Å.

Calculated values
HOMO: -0.36847 hartree
ΔE to the lowest compared entry with this formula, charge and spin: 163.6 kJ/mol
frontier orbital gap: 10.51 eV

=====

2.
ORCA calculation (ωB97M-V with the def2-TZVPD basis set) on an isolated molecule of C2H3N3S in a non-equilibrium geometry.

XYZ file:
```
9
Properties=species:S:1:pos:R:3:forces:R:3:lowdin_charge:R:1
C -0.438653 -0.492052 0.848461 -0.2155 -0.4557 -0.7869 -0.423
C 0.373117 0.187161 -1.660490 0.5295 0.6831 -0.8886 -0.656
N 0.655171 0.824695 -0.587950 -0.0797 -0.3705 -0.9359 -0.093
N 0.324463 0.609353 0.684122 0.2265 0.7427 1.7013 -0.029
N -0.956375 -0.982372 1.890512 -0.2752 -0.4550 0.0939 0.067
S 0.190888 -0.285316 -3.132847 -0.1007 -0.0211 0.8496 0.828
H -0.621886 -1.034732 -0.106621 -0.1432 -0.1820 0.2314 0.092
H 1.255590 1.646766 -0.684590 -0.1569 -0.2881 -0.2155 0.181
H -0.782314 -0.473505 2.749403 0.2152 0.3466 -0.0493 0.032
```
Positions in Å, forces in eV/Å.

Calculated values
HOMO (spin up / spin down): -0.28452 / -0.28455 hartree
ΔE to the lowest compared entry with this formula, charge and spin: 361.9 kJ/mol
frontier orbital gap (spin up / spin down): 6.07 / 6.07 eV

=====

3.
ORCA calculation (ωB97M-V with the def2-TZVPD basis set) on an isolated molecule of C2H3N3S2 in a non-equilibrium geometry.

XYZ file:
```
10
Properties=species:S:1:pos:R:3:forces:R:3:lowdin_charge:R:1
C 0.195525 1.227696 -0.107731 0.5340 1.7731 -0.5655 -0.237
C -1.531887 -0.020542 -0.146078 -1.2909 -0.0283 0.3098 -0.940
H 2.587123 -0.814594 0.847948 0.4301 -0.1710 0.2460 -0.135
H 0.942672 2.055718 -0.289875 -1.0765 -0.9978 0.5019 0.147
H -0.415274 -1.754308 0.410444 -0.2509 -0.8118 0.3652 0.130
N 0.665294 -0.011421 0.121059 0.2369 -1.1420 -0.0669 -0.499
N -1.094820 1.322718 -0.191967 0.6098 -1.0205 -0.2455 0.096
N -0.463430 -0.848643 0.019798 1.0368 2.1639 -0.6121 0.021
S 2.186726 -0.575492 -0.395312 -0.1948 0.1210 0.0093 0.847
S -3.071927 -0.581128 -0.268290 -0.0345 0.1135 0.0579 0.570
```
Positions in Å, forces in eV/Å.

Calculated values
HOMO: -0.30285 hartree
ΔE to the lowest compared entry with this formula, charge and spin: 100.5 kJ/mol
frontier orbital gap: 8.20 eV

=====

4.
ORCA calculation (ωB97M-V with the def2-TZVPD basis set) on the ion C2H3N4 with charge -1 in a non-equilibrium geometry.

XYZ file:
```
9
Properties=species:S:1:pos:R:3:forces:R:3:lowdin_charge:R:1
C 0.758129 1.166713 -0.012245 -2.1009 -4.1088 -0.3151 -0.152
C -1.765810 -0.560907 -0.372360 3.0770 -0.9164 -0.2635 -0.192
N -0.223023 -0.042229 -0.045166 2.8920 1.6065 -0.2067 -0.181
N 1.963801 0.638981 0.032310 -0.7243 1.0154 0.4415 -0.104
N 0.631436 -1.050883 0.026530 -1.3218 -0.1865 0.0223 -0.128
N 1.860768 -0.701912 0.079592 0.5122 0.6459 -0.3111 -0.148
H -1.483873 -1.712274 -0.121960 -1.3614 2.7308 -0.0013 -0.029
H -2.259390 0.043216 0.369840 -0.7376 -0.4610 0.8246 -0.126
H 0.517960 2.219291 0.043455 -0.2352 -0.3258 -0.1907 0.060
```
Positions in Å, forces in eV/Å.

Calculated values
HOMO: -0.08559 hartree
ΔE to the lowest compared entry with this formula, charge and spin: 359.6 kJ/mol
charge: -1
frontier orbital gap: 6.85 eV

=====

5.
ORCA calculation (ωB97M-V with the def2-TZVPD basis set) on a structure of composition C2H3N4O in a non-equilibrium geometry.

XYZ file:
```
10
Properties=species:S:1:pos:R:3:forces:R:3:lowdin_charge:R:1
C 1.815743 -0.092299 -0.124918 6.4684 -4.1920 0.2558 -0.414
C -1.635696 -0.147775 -0.001280 -0.0056 1.3873 0.5892 -0.075
N 0.735964 -0.762265 -0.383907 -2.1981 0.5028 0.6020 0.102
N 1.574607 1.122278 0.386230 1.2874 1.1334 0.4642 -0.020
N 0.317424 1.268667 0.513190 -1.7220 -1.2072 -0.4352 -0.006
N -0.228464 0.111126 0.070233 1.3308 0.3617 -0.5577 -0.278
O 3.372848 -1.003157 -0.074105 -5.1274 3.4391 -0.4275 -0.542
H -1.935458 -0.300014 -0.984078 0.0342 -1.3095 -2.2099 0.031
H -1.856657 -1.070896 0.592881 -0.5419 1.3963 -0.0481 0.095
H -2.160307 0.874334 0.005753 0.4743 -1.5119 1.7672 0.106
```
Positions in Å, forces in eV/Å.

Calculated values
HOMO: -0.11259 hartree
ΔE to the lowest compared entry with this formula, charge and spin: 400.5 kJ/mol
charge: -1
frontier orbital gap: 6.61 eV

=====

6.
ORCA calculation (ωB97M-V with the def2-TZVPD basis set) on the ion C2H3N4O with charge -1 in a non-equilibrium geometry.

XYZ file:
```
10
Properties=species:S:1:pos:R:3:forces:R:3:lowdin_charge:R:1
C 0.730614 0.711238 0.132303 -0.5665 -0.4950 0.5592 -0.675
C -0.559369 -0.624115 -1.247128 0.0306 0.0756 0.1786 -0.203
N 0.946207 1.032717 1.612195 2.0439 1.9625 -0.7584 0.069
N 0.206075 0.361922 2.245568 -1.6365 -1.5901 1.3675 -0.358
N -0.560682 -0.367033 2.636511 -0.0679 0.0694 1.1522 0.137
N -0.200010 -0.180605 0.076713 -0.2340 -0.3375 -1.6138 -0.069
O 1.440101 1.326026 -0.650799 0.4128 0.3559 -0.5675 -0.063
H -1.354732 -1.369725 -1.142883 0.0258 0.0077 -0.1919 0.045
H -0.931251 0.195473 -1.880400 0.0084 -0.0438 -0.0568 0.058
H 0.283047 -1.085900 -1.782080 -0.0167 -0.0049 -0.0693 0.057
```
Positions in Å, forces in eV/Å.

Calculated values
HOMO: -0.13863 hartree
ΔE to the lowest compared entry with this formula, charge and spin: 90.4 kJ/mol
charge: -1
frontier orbital gap: 8.25 eV

=====

7.
ORCA calculation (ωB97M-V with the def2-TZVPD basis set) on a structure of composition C2H3N4S in a non-equilibrium geometry.

XYZ file:
```
10
Properties=species:S:1:pos:R:3:forces:R:3:lowdin_charge:R:1
C -0.588114 1.433618 0.006345 1.3971 -2.7259 -1.4304 -0.640
C 0.217536 -0.367237 -0.154643 -0.3860 3.5269 -0.4843 -0.218
N -1.596513 0.991722 0.845907 -0.4715 2.3520 0.0048 0.036
N -1.493106 -0.136532 1.287110 -2.0576 1.6796 0.6924 0.068
N -0.439720 -0.832880 0.833885 0.6203 -4.2115 2.0914 0.052
N 1.172434 -0.661019 -0.954750 1.9691 -0.8335 -0.7777 0.199
S 0.006964 2.652983 -0.779146 -0.6308 -0.4465 0.7062 0.942
H -0.518573 -1.656937 1.476563 1.3472 0.0270 -1.6600 0.211
H 1.414043 0.101303 -1.646472 -0.1989 -1.2603 0.9088 0.149
H 1.825049 -1.525021 -0.914798 -1.5889 1.8922 -0.0513 0.201
```
Positions in Å, forces in eV/Å.

Calculated values
HOMO: -0.53072 hartree
ΔE to the lowest compared entry with this formula, charge and spin: 112.9 kJ/mol
charge: +1
frontier orbital gap: 7.70 eV

=====

8.
ORCA calculation (ωB97M-V with the def2-TZVPD basis set) on an isolated molecule of C2H3N5O in a non-equilibrium geometry.

XYZ file:
```
11
Properties=species:S:1:pos:R:3:forces:R:3:lowdin_charge:R:1
C 0.402362 -0.841114 0.597227 2.0124 0.2915 1.8082 -0.376
C -0.500630 1.061269 -0.223964 -2.8198 6.1593 -3.2409 -0.579
H 0.973811 -0.376268 2.413445 0.4171 1.9831 2.0804 0.060
H 0.494323 -2.243872 2.338346 1.3526 4.9825 -2.1046 0.270
H -0.639159 2.769586 0.581103 0.2259 0.5511 0.6483 0.022
N 0.738405 -1.123801 1.870213 -2.1638 -7.6469 -0.7545 0.160
N 0.372710 -1.640918 -0.461067 -0.7923 3.5369 2.2607 0.090
N 0.010884 -0.821419 -1.486386 -3.4730 2.7861 -2.2526 0.009
N -0.678508 0.362151 -1.375421 2.7352 -5.3413 -1.6412 0.100
N -0.925837 2.338476 -0.279188 0.7816 -4.2732 0.7084 0.150
O 0.392132 0.591026 0.568809 1.7240 -3.0289 2.4876 0.095
```
Positions in Å, forces in eV/Å.

Calculated values
HOMO: -0.33799 hartree
ΔE to the lowest compared entry with this formula, charge and spin: 506.4 kJ/mol
frontier orbital gap: 8.09 eV

=====

9.
ORCA calculation (ωB97M-V with the def2-TZVPD basis set) on an isolated molecule of C2H3N5O in a non-equilibrium geometry.

XYZ file:
```
11
Properties=species:S:1:pos:R:3:forces:R:3:lowdin_charge:R:1
C -1.885605 0.030441 -0.103068 0.8119 -0.3696 -0.5282 -0.299
C 0.517507 -0.412005 -0.189082 -4.8800 -5.8672 1.6313 -0.450
H -3.666708 0.378449 -0.143877 -0.5976 0.6478 0.6267 0.027
H -1.723209 1.060895 -0.433201 0.2557 -0.0204 -0.2731 0.102
H 2.820903 0.940401 0.908611 -0.7168 0.0746 -0.6668 0.160
N -3.067143 -0.338216 0.226725 1.9078 -0.8509 -0.8079 0.080
N -0.727384 -0.853974 -0.164235 1.2496 1.2406 0.4652 0.116
N 1.651743 -1.425827 0.015312 -2.7159 0.8101 -1.8433 0.153
N 2.625943 -0.729574 0.002094 3.5756 -0.0471 1.3157 -0.043
N 2.472984 0.618344 -0.022550 -0.8811 -0.5916 -0.3869 0.084
O 0.980967 0.731067 -0.096727 1.9908 4.9737 0.4674 0.071
```
Positions in Å, forces in eV/Å.

Calculated values
HOMO: -0.35535 hartree
ΔE to the lowest compared entry with this formula, charge and spin: 500.8 kJ/mol
frontier orbital gap: 9.29 eV

=====

10.
ORCA calculation (ωB97M-V with the def2-TZVPD basis set) on an isolated molecule of C2H3N5O in a non-equilibrium geometry.

XYZ file:
```
11
Properties=species:S:1:pos:R:3:forces:R:3:lowdin_charge:R:1
C 1.286408 -0.823160 1.594437 -2.8753 0.9406 -0.9947 0.028
C -1.074924 0.280818 -0.669108 -3.5028 -1.8037 -2.8631 -0.453
H 1.102279 -1.618094 2.345352 0.9587 0.4090 -0.6951 0.071
H 2.305503 -0.329040 1.397695 -1.8705 -0.6344 0.2480 0.098
H -2.211771 -0.773701 -1.753631 -0.4419 0.7418 0.9425 0.060
N 0.085594 -0.525769 1.082797 3.6998 -1.1950 2.6598 0.019
N -0.181163 0.504672 0.306243 1.1917 0.1265 1.3883 -0.090
N 0.479654 1.556255 -1.502484 -2.3281 0.5459 -1.6000 0.026
N -0.717813 1.187016 -1.741066 2.8416 -0.2577 0.7841 0.113
N -2.003684 -0.638672 -0.741847 2.5032 1.5261 -0.3417 0.136
O 0.929917 1.179675 -0.318387 -0.1764 -0.3991 0.4720 -0.010
```
Positions in Å, forces in eV/Å.

Calculated values
HOMO: -0.35388 hartree
ΔE to the lowest compared entry with this formula, charge and spin: 601.5 kJ/mol
frontier orbital gap: 9.08 eV